Below is a cluster of 11 separate species, C44H78O21 in total, with properties calculated with ωB97M-V/def2-TZVPD.

Output
DFT total energy: -89874.2765 eV
Kohn-Sham gap (alpha / beta): 8.644 / 2.510 eV
E_HOMO (alpha / beta): -11.044 / -11.044 eV
Strongest force on any atom: 8.40 eV/A
⟨S²⟩: 0.75
Charge: +1
LUMO level (alpha / beta): -0.0882 / -0.3136 Ha
Multiplicity: 2

```
143
Properties=species:S:1:pos:R:3:forces:R:3
C -26.6430 -4.5115 32.4038 0.0926 1.5819 1.0670
C -25.9719 -5.7205 31.8482 -0.0739 -1.3335 1.5648
C -24.8825 -5.2208 30.9125 -2.0034 1.2614 0.2025
O -25.3055 -3.8363 30.7062 0.6155 0.6330 -1.2849
C -26.5617 -3.5293 31.2651 -0.8429 -1.2326 -0.0233
H -26.0496 -4.0301 33.1811 -0.0755 -0.4179 0.5532
H -27.6698 -4.6662 32.7353 0.0802 -0.0827 0.2159
H -26.7770 -6.3244 31.4297 0.2952 -0.1368 -0.9300
H -25.5996 -6.3624 32.6465 0.2593 0.0361 0.1126
H -24.9912 -5.8376 30.0204 0.7081 0.4328 -0.4380
H -23.8715 -5.1120 31.3052 -0.1250 -0.6322 -0.0192
H -27.4340 -3.7576 30.6527 0.1029 -0.1269 -1.0779
H -26.7307 -2.4858 31.5310 0.8950 0.0771 0.0905
C -29.2133 -9.0554 26.7097 -0.7390 0.5292 1.0905
C -28.2838 -7.8253 26.7866 2.3449 -0.4400 -1.2453
C -28.4633 -7.1765 28.1477 -0.7984 -0.6716 -1.1604
O -29.6864 -7.7306 28.5832 -1.7466 -0.1268 0.8904
C -30.3483 -8.4763 27.5621 0.1293 -1.3621 0.0095
H -28.7861 -9.9069 27.2395 0.3289 0.2632 0.4253
H -29.5740 -9.5633 25.8153 0.2154 0.9991 -0.6156
H -28.3143 -7.0167 26.0563 -0.7896 -0.4990 -0.5375
H -27.2526 -8.1681 26.7016 0.1494 -0.0576 -0.0747
H -28.6022 -6.1060 27.9961 0.3918 0.1526 0.4613
H -27.6546 -7.4429 28.8283 -0.1679 0.2430 0.2628
H -31.0983 -7.9887 26.9393 0.3339 1.2005 -0.0956
H -30.9630 -9.2550 28.0135 0.3347 -0.2507 0.6241
C -36.3321 -8.9602 30.5979 -0.5751 -0.5317 0.5647
C -35.8206 -8.3493 29.3037 1.5983 0.6904 0.0775
C -34.3125 -8.8269 29.2436 -1.9612 0.1033 0.1320
O -34.5303 -10.1923 29.7071 0.8908 0.0580 0.5874
C -35.4502 -10.1731 30.8749 -0.3448 0.7461 -1.2176
H -37.3260 -9.3779 30.4376 -0.1487 0.3977 0.1375
H -36.3560 -8.3011 31.4657 0.0911 0.2363 -0.2851
H -35.8836 -7.2611 29.2950 0.0732 -0.0524 0.0213
H -36.3246 -8.7260 28.4137 0.0214 -0.0644 0.1214
H -33.5802 -8.3725 29.9110 -0.2782 0.1493 1.2772
H -33.7608 -8.6478 28.3207 -0.3955 -1.3542 -0.5647
H -34.8349 -10.1706 31.7746 0.6251 0.2915 0.0927
H -36.0642 -11.0696 30.9610 0.6085 -0.5176 -0.6637
C -26.7529 -6.0336 36.2217 -0.8538 -2.3284 -2.8851
C -27.5150 -4.9659 36.7670 -0.9112 4.3381 1.2630
C -27.1843 -5.0138 38.2679 -1.2268 -0.1883 -0.4697
O -26.3977 -6.1624 38.3699 2.8017 -0.4048 2.2837
C -26.6813 -7.0295 37.2916 -0.8311 0.0865 1.0208
H -25.7606 -5.6975 35.9208 -0.0515 -0.4779 -0.3157
H -27.3897 -6.5003 35.4702 0.8140 0.0370 -1.0924
H -28.5764 -4.9073 36.5260 -0.1062 -0.4427 0.1171
H -27.1025 -4.0129 36.4356 -0.2890 0.2080 -0.3810
H -28.0834 -5.1166 38.8754 -0.2682 -0.1442 0.1630
H -26.7237 -4.0800 38.5905 0.6624 -0.4400 0.1873
H -27.6025 -7.4727 37.6699 -0.7008 -0.4223 -1.1662
H -26.0545 -7.8522 36.9474 0.9553 0.1384 1.2528
C -35.7993 -11.4391 36.8454 -0.9381 0.5222 -2.1665
C -35.2474 -10.1331 36.2598 1.2503 -0.1684 -0.6589
C -34.2036 -10.7316 35.2889 0.0046 0.2084 1.1053
O -34.8353 -11.8340 34.6507 -0.8699 0.0735 0.0021
C -35.9631 -12.2642 35.4993 1.0624 0.5231 0.5180
H -36.7597 -11.2156 37.3098 0.1452 -0.6270 0.3650
H -35.0425 -11.9070 37.4751 -0.3680 0.0496 0.2224
H -34.8312 -9.4214 36.9728 0.2568 -0.3167 0.2237
H -35.9131 -9.5198 35.6526 -0.6933 -0.3797 0.0705
H -33.4090 -11.1688 35.8936 0.5280 0.2998 0.0961
H -33.7912 -9.9998 34.5943 -0.1722 -0.1771 -0.2598
H -35.8756 -13.3419 35.6373 -0.0296 0.0515 0.0476
H -36.8626 -12.0443 34.9242 -0.2224 0.0838 0.3750
C -30.1964 -1.4358 33.1711 -0.1822 -0.7878 -0.0098
C -30.1963 -0.2331 32.2307 -0.4962 0.4831 0.1476
C -31.6444 -0.2963 31.6964 0.3229 1.1982 -0.7368
O -32.4279 -1.0736 32.5516 -0.6439 1.3083 0.5868
C -31.5936 -2.0942 32.8920 1.1834 -1.7040 1.7984
H -30.2252 -1.1292 34.2168 -0.2556 0.4379 -0.0566
H -29.3384 -2.1071 33.2064 0.0401 -0.1917 -0.7733
H -29.5061 -0.1170 31.3951 0.2246 -0.8184 0.0500
H -30.0414 0.6916 32.7866 -0.1780 -0.0211 0.1930
H -31.6795 -0.7957 30.7281 0.1986 0.2601 -0.4501
H -32.0199 0.7255 31.6414 -0.4889 -0.2383 -0.2386
H -31.7264 -2.9032 32.1736 0.8658 -0.1542 -0.6600
H -31.8757 -2.5755 33.8284 -0.5844 0.1799 0.1518
C -36.5225 -5.7426 36.5756 -0.9069 1.0223 0.4578
C -35.7907 -5.9221 35.2704 -0.4066 -2.3067 3.0469
C -36.5969 -6.4832 34.1424 -0.9139 0.8656 1.1407
O -36.0787 -5.7288 33.0991 0.6637 0.6887 -2.3639
C -35.3367 -4.6615 33.5829 2.3428 2.2936 -7.7285
O -34.7082 -3.8502 32.8454 -2.6938 -3.1797 2.4440
O -35.3346 -4.6744 34.8170 0.6111 0.2888 4.6812
H -37.2858 -4.9777 36.4331 -0.0728 0.2558 -0.0931
H -35.8957 -5.3745 37.3879 0.2466 -0.1626 -0.1491
H -37.1050 -6.5781 36.9637 0.4378 -0.5098 -0.3600
H -34.9997 -6.6409 35.4844 0.8993 0.5194 -0.3541
H -37.6328 -6.2063 34.3384 -0.3846 -0.1252 -0.4248
H -36.5325 -7.5659 34.0339 0.3699 0.1434 -0.3045
C -26.0531 -9.4142 32.2669 -1.3624 -0.5289 1.0771
C -27.1661 -10.2217 33.0601 0.5610 1.2211 -4.3780
C -26.7520 -11.4711 33.7563 1.4269 0.7426 0.6384
O -27.0111 -11.0715 35.1038 -1.6358 -1.1765 1.2294
C -27.9513 -10.0850 35.1255 1.2382 1.3546 0.4575
O -28.5805 -9.6517 36.0417 0.0040 -1.0163 0.1845
O -27.8863 -9.4125 33.9647 0.0402 -0.7238 -0.2453
H -26.5275 -8.7404 31.5534 -0.1355 0.0552 0.1319
H -25.4895 -10.1278 31.6660 0.3382 0.0878 0.3104
H -25.4782 -8.8107 32.9693 0.4225 -0.2563 -0.1659
H -27.8614 -10.5083 32.2712 -0.2498 0.0542 0.0136
H -25.6778 -11.6530 33.7232 -0.0059 0.0328 -0.1485
H -27.2396 -12.3522 33.3391 -0.4917 -0.0952 0.8092
C -32.5411 -13.6440 33.1445 0.1873 0.2615 0.2096
C -32.4612 -12.2436 32.5291 0.6944 -0.1211 -0.6261
C -31.5056 -11.1957 33.2044 -0.6684 -0.0969 2.1939
O -30.3547 -11.0184 32.3865 -0.7408 -0.2866 -0.6242
C -30.6407 -11.6117 31.2336 1.3689 -0.8605 -3.5722
O -29.9342 -11.6212 30.2287 -1.2840 0.3638 2.4138
O -31.8346 -12.2439 31.2539 1.1371 -0.3159 -1.2436
H -33.3474 -14.2540 32.7373 -0.1338 0.3442 -0.1522
H -32.7434 -13.5125 34.2075 0.0516 -0.1626 0.0419
H -31.6412 -14.2404 32.9944 0.2759 0.3193 0.1340
H -33.4652 -11.9928 32.1869 -0.1955 0.8377 1.2782
H -31.0733 -11.5635 34.1349 -0.5394 -0.1114 0.2542
H -31.9513 -10.2209 33.4022 -0.1338 -0.0474 -0.1910
C -31.6461 -8.1908 36.8020 0.1192 -1.2128 0.5327
C -31.6048 -7.0110 37.7674 1.1026 0.5945 -2.1703
C -32.0611 -5.7558 37.0701 -1.0895 0.2313 -1.1367
O -33.0874 -5.2531 37.8901 -0.9647 0.4767 1.8935
C -33.3687 -6.1586 38.9144 -1.8081 1.7418 -0.0673
O -34.3305 -6.1034 39.6608 2.3130 -0.0614 -1.7256
O -32.4224 -7.0690 38.8893 0.0412 -2.1682 1.4344
H -31.2257 -9.1011 37.2294 0.0953 0.0372 0.3011
H -31.0595 -8.0533 35.8936 0.1562 0.6034 0.1606
H -32.6370 -8.4832 36.4546 -0.3500 0.4761 0.2021
H -30.5842 -6.7236 38.0201 0.1662 -1.0247 0.7567
H -32.6116 -5.8968 36.1400 0.6797 -0.3987 -0.5126
H -31.1941 -5.1165 36.9037 -0.4579 0.6551 0.1913
C -29.5013 -6.9555 33.7036 2.1810 -0.5039 -1.0475
C -30.4522 -6.4100 32.6916 1.2269 3.4453 3.6418
C -30.6174 -7.1634 31.4535 -0.2327 0.3234 -0.4724
O -31.7635 -7.9342 31.8114 -0.7143 -1.2496 -0.9979
C -32.3366 -7.4105 32.8991 -3.5388 -2.8235 1.2450
O -33.3703 -7.8111 33.4153 0.0786 -0.4761 -1.3678
O -31.6433 -6.5408 33.4725 0.2978 2.2119 -0.0701
H -28.4783 -6.7837 33.3690 0.2517 -0.2016 -0.1080
H -29.6462 -8.0353 33.6676 0.0876 -0.0183 0.5505
H -29.5115 -6.5559 34.7177 -0.6863 0.0853 -0.2161
H -30.4167 -5.3237 32.6097 0.7032 0.0244 -0.6005
H -29.7141 -7.7494 31.2841 -0.4617 -0.3488 -0.4867
H -30.8988 -6.5124 30.6257 0.3675 -0.3345 -0.2221
```
Forces are in eV/Å.

These are the Löwdin partial charges, in e, on atoms 1 to 99: C -0.20; C -0.20; C -0.13; O -0.13; C -0.23; H 0.12; H 0.10; H 0.09; H 0.10; H 0.11; H 0.13; H 0.11; H 0.12; C -0.12; C -0.16; C -0.20; O -0.17; C -0.22; H 0.11; H 0.12; H 0.11; H 0.11; H 0.12; H 0.11; H 0.11; H 0.10; C -0.13; C -0.08; C -0.03; O 0.14; C -0.04; H 0.13; H 0.12; H 0.14; H 0.13; H 0.15; H 0.14; H 0.15; H 0.16; C -0.23; C -0.20; C -0.19; O -0.12; C -0.20; H 0.14; H 0.10; H 0.10; H 0.11; H 0.11; H 0.12; H 0.12; H 0.13; C -0.12; C -0.17; C -0.24; O -0.19; C -0.13; H 0.11; H 0.12; H 0.11; H 0.10; H 0.12; H 0.08; H 0.11; H 0.11; C -0.14; C -0.15; C -0.21; O -0.10; C -0.26; H 0.11; H 0.09; H 0.11; H 0.10; H 0.12; H 0.13; H 0.11; H 0.11; C 0.00; C -0.34; C -0.13; O 0.05; C -0.55; O 0.09; O 0.18; H 0.10; H 0.08; H 0.10; H 0.14; H 0.14; H 0.13; C 0.01; C -0.32; C -0.08; O 0.08; C -0.54; O 0.16; O 0.05; H 0.06